Entry from the OMol25 dataset: C27H55FN3O11S3 as an isolated structure (the ωB97M-V functional and the def2-TZVPD basis).

Values from the calculation:
Energy above the lowest of the compared OMol25 structures with the same formula, charge and spin (eV): 1.6517
E_HOMO (eV): -11.34
Orbital gap (Eh): 0.29931

ORCA input file:
```
! RIJCOSX wB97M-V def2-TZVPD def2/J DEFGRID3
* xyz 1 1
C -1.69 -4.44 1.02
C -0.38 -4.81 1.76
O -0.18 -6.04 2.10
N 0.66 -3.73 2.10
H 1.08 -3.45 1.10
H 0.19 -2.83 2.13
C 1.69 -4.12 3.14
H -1.69 -3.37 0.83
H -2.40 -4.45 1.74
H -1.88 -5.23 0.19
H 1.37 -4.70 3.89
H 2.25 -3.22 3.47
H 2.55 -4.75 2.71
C -3.04 1.11 2.86
C -3.25 0.02 3.94
O -3.33 0.35 5.11
N -3.13 -1.43 3.55
H -3.60 -1.41 2.54
H -2.25 -1.78 3.15
C -3.35 -2.39 4.55
H -2.09 1.36 3.02
H -3.78 1.94 3.12
H -3.54 0.85 1.83
H -4.34 -2.48 4.55
H -2.73 -2.06 5.52
H -2.99 -3.35 4.30
C 2.60 -0.13 0.56
C 1.06 0.21 0.57
O 0.55 1.21 1.06
N 0.20 -0.94 0.27
H 0.69 -1.85 0.03
H -0.52 -1.18 1.04
C -0.97 -0.55 -0.55
H 3.11 -0.39 -0.44
H 3.04 -1.01 1.17
H 3.01 0.98 0.59
H -1.35 -1.52 -0.98
H -0.56 0.17 -1.06
H -1.47 -0.15 0.30
O -0.72 -1.72 2.52
H -0.29 -0.94 2.96
O 1.55 -3.13 -0.21
H 1.61 -3.87 -0.75
F 5.28 4.72 0.82
C 4.72 3.80 1.61
C 5.39 2.59 1.60
C 4.89 1.61 2.49
C 3.82 1.82 3.33
C 3.10 3.04 3.26
C 3.53 4.05 2.37
H 6.19 2.50 0.98
H 5.39 0.74 2.64
H 3.51 1.23 4.09
H 2.40 3.35 3.78
H 3.16 4.91 2.46
C -0.10 4.89 1.76
C -0.14 4.74 0.25
C -1.25 3.94 -0.13
S -2.58 4.77 0.78
O -3.64 3.81 1.02
O -2.80 6.12 0.30
C -1.64 4.91 2.26
H 0.19 5.93 2.14
H 0.53 4.19 2.19
H 0.82 4.35 -0.30
H -0.29 5.96 -0.28
H -1.11 3.05 0.10
H -1.52 4.07 -1.14
H -1.71 3.98 2.78
H -1.90 5.70 2.81
C 2.21 -2.86 -3.75
C 3.36 -2.62 -2.74
C 4.61 -2.43 -3.47
S 4.30 -1.84 -5.05
O 4.95 -2.62 -6.08
O 4.42 -0.45 -4.98
C 2.61 -2.30 -5.10
H 1.29 -2.30 -3.55
H 1.88 -3.89 -3.64
H 3.47 -3.68 -2.40
H 3.03 -1.87 -2.09
H 5.40 -3.21 -3.36
H 4.91 -1.53 -2.96
H 2.55 -3.11 -5.75
H 2.24 -1.46 -5.67
C -3.49 -0.20 -4.91
C -4.90 0.22 -4.73
C -4.81 0.96 -3.55
S -3.29 1.85 -3.54
O -2.57 1.52 -2.33
O -3.41 3.24 -3.95
C -2.49 0.90 -4.84
H -3.39 -0.72 -5.87
H -3.29 -1.05 -4.20
H -5.77 -0.72 -4.75
H -5.01 0.62 -5.77
H -4.92 0.26 -2.64
H -5.71 1.57 -3.38
H -1.50 0.80 -4.48
H -2.66 1.39 -5.73
*
```

Results of the Mulliken charge analysis, in e, for atoms 1 through 8: atom 1 (C): -0.607, atom 2 (C): 0.687, atom 3 (O): -0.572, atom 4 (N): 0.638, atom 5 (H): 0.267, atom 6 (H): -0.135, atom 7 (C): -1.041, atom 8 (H): -0.159